1.
{
  "formula": "C5H8O2",
  "method": "wB97M-V/def2-TZVPD",
  "species": ["C", "C", "C", "C", "O", "C", "O", "H", "H", "H", "H", "H", "H", "H", "H"],
  "coordinates": [[-0.457379, 1.531329, -0.177042], [-0.281243, 0.099580, 0.293381], [-0.401758, -0.926559, -0.679091], [-1.263194, -0.433754, 1.161798], [1.490080, 0.110520, 0.756749], [2.112164, -0.503851, -0.184539], [1.637201, -0.911093, -1.268683], [0.282035, 1.784908, -0.942770], [-0.365665, 2.225979, 0.664031], [-1.461208, 1.647311, -0.611861], [-0.809372, -0.692061, -1.663303], [-0.348819, -1.977355, -0.418416], [-2.078598, 0.197588, 1.526390], [-1.240403, -1.462660, 1.511867], [3.186166, -0.689883, 0.031483]],
  "forces_ev_per_a": [[0.03, -0.02, 0.03], [-0.45, 0.01, -0.18], [-0.68, -0.05, 0.30], [0.18, -0.13, -0.50], [-0.25, -0.32, -0.68], [0.05, -0.04, -0.02], [0.24, 0.40, 0.78], [-0.09, -0.07, 0.20], [0.06, -0.17, -0.17], [0.27, -0.04, 0.14], [0.17, 0.01, 0.29], [0.15, 0.26, 0.05], [0.39, -0.14, -0.09], [0.15, 0.29, -0.07], [-0.23, 0.02, -0.08]],
  "gap_ha": 0.326,
  "mol_weight_g_mol": 100.1,
  "e_above_lowest_ev": 3.5553,
  "total_energy_ev": -9406.2768
}

***

2.
{
  "formula": "CH4FN2",
  "method": "wB97M-V/def2-TZVPD",
  "species": ["C", "N", "N", "F", "H", "H", "H", "H"],
  "coordinates": [[0.163275, 0.065386, 0.177896], [-0.741557, 0.954225, -0.152020], [0.675584, -1.077751, -0.273329], [0.777710, 0.495253, 1.366310], [-1.596641, 0.750495, -0.671254], [-0.768903, 1.891794, 0.216638], [0.183178, -1.551051, -1.016458], [1.307355, -1.528350, 0.352217]],
  "forces_ev_per_a": [[1.98, 1.25, 3.69], [-1.04, -1.29, -1.32], [-2.32, 2.49, 0.03], [-0.66, -1.17, -2.89], [0.67, -0.33, -0.33], [0.56, -0.04, 0.71], [0.37, -0.31, -0.19], [0.44, -0.61, 0.30]],
  "gap_ha": 0.471,
  "mol_weight_g_mol": 63.1,
  "smiles": "NC(=[NH2+])F",
  "e_above_lowest_ev": 0.1394,
  "total_charge": 1,
  "total_energy_ev": -6792.4892
}

***

3.
{
  "formula": "C23H44NO11S2",
  "method": "wB97M-V/def2-TZVPD",
  "species": ["C", "C", "C", "O", "S", "O", "O", "N", "S", "O", "O", "C", "C", "C", "C", "C", "C", "C", "C", "H", "H", "H", "H", "H", "H", "H", "H", "H", "H", "H", "H", "H", "H", "H", "H", "C", "O", "C", "C", "O", "C", "C", "O", "C", "H", "H", "H", "H", "H", "H", "H", "H", "H", "H", "H", "H", "H", "H", "C", "O", "C", "C", "O", "C", "C", "O", "C", "H", "H", "H", "H", "H", "H", "H", "H", "H", "H", "H", "H", "H", "H"],
  "coordinates": [[-3.246713, -2.405796, -0.925728], [-3.809600, -3.040158, -2.239145], [-3.939916, -2.019709, -3.367900], [-4.920925, -1.057683, -2.968469], [-4.449839, 0.474836, -3.163357], [-3.105653, 0.692507, -2.690435], [-4.536034, 0.726826, -4.581305], [-5.493292, 1.462468, -2.425334], [-6.293904, 0.774231, -1.199462], [-6.906720, 1.797632, -0.390728], [-5.430763, -0.075913, -0.409111], [-7.659928, -0.149770, -1.943378], [-7.872649, -1.568362, -1.444767], [-7.532339, -2.035608, -0.198245], [-7.751626, -3.331396, 0.201718], [-8.360550, -4.195293, -0.670241], [-8.749227, -3.754401, -1.913267], [-8.501003, -2.465721, -2.309344], [-8.971401, -2.068208, -3.701389], [-2.487836, -3.073372, -0.506436], [-2.814118, -1.438486, -1.195326], [-4.061927, -2.262164, -0.218291], [-3.241894, -3.921192, -2.555527], [-4.832258, -3.367925, -2.008871], [-2.979703, -1.586553, -3.656071], [-4.323961, -2.568447, -4.239570], [-7.474576, -0.190398, -3.017869], [-8.598380, 0.403496, -1.832558], [-7.066513, -1.361909, 0.513966], [-7.428858, -3.634345, 1.191597], [-8.526356, -5.224077, -0.358482], [-9.251597, -4.455489, -2.574554], [-9.857612, -2.651460, -3.970482], [-8.194126, -2.275836, -4.444263], [-9.260313, -1.016194, -3.723113], [4.682265, 2.405775, 0.146784], [3.797348, 2.177076, -0.924350], [4.196012, 1.071277, -1.716989], [3.037494, 0.562271, -2.550855], [2.146113, -0.274021, -1.830529], [1.258798, 0.380272, -0.924032], [0.124353, 1.111669, -1.606723], [0.560421, 2.380223, -2.075513], [-0.335471, 2.913626, -3.032088], [5.695273, 2.612027, -0.218989], [4.322059, 3.272120, 0.700555], [4.700083, 1.543807, 0.823802], [4.568218, 0.260870, -1.078464], [5.003506, 1.407734, -2.383949], [3.451541, -0.074113, -3.337574], [2.504790, 1.380717, -3.039309], [1.805676, 1.035514, -0.243170], [0.823543, -0.422207, -0.324685], [-0.692008, 1.276729, -0.893472], [-0.250255, 0.511946, -2.443333], [-0.388202, 2.265654, -3.913448], [0.046158, 3.887640, -3.338385], [-1.335384, 3.036357, -2.606857], [5.842069, 3.711160, 5.760347], [6.202906, 2.380596, 5.464793], [5.345172, 1.800715, 4.493091], [5.994572, 0.586157, 3.865219], [6.935720, 0.909782, 2.847960], [8.189273, 1.412674, 3.289465], [9.092807, 0.351926, 3.881550], [8.740416, 0.090384, 5.230733], [9.282142, -1.124940, 5.693863], [4.819901, 3.762977, 6.151598], [6.530202, 4.083948, 6.517397], [5.930634, 4.342370, 4.868595], [5.107216, 2.531692, 3.711427], [4.418477, 1.495713, 4.997756], [5.212561, 0.016978, 3.357689], [6.436027, -0.068467, 4.618504], [8.059471, 2.254261, 3.972281], [8.673559, 1.796686, 2.388530], [10.133569, 0.704623, 3.864793], [9.014457, -0.566973, 3.287571], [8.888250, -1.968422, 5.114977], [8.983616, -1.249566, 6.733310], [10.376755, -1.113345, 5.635834]],
  "forces_ev_per_a": [[-0.05, -0.51, -0.98], [-0.37, 0.60, 0.86], [-0.04, -1.59, -0.17], [0.36, 0.66, 0.27], [0.35, 2.48, -1.53], [0.13, -0.91, 0.87], [-0.43, -0.34, -0.31], [-0.62, -2.14, 0.47], [1.02, 1.32, 0.95], [-0.64, 0.49, -0.48], [-0.15, -0.71, -0.37], [-0.07, -0.80, -0.18], [-0.19, 0.12, -0.74], [0.56, 1.03, 1.11], [0.14, -0.01, 0.27], [-0.05, -1.05, 0.50], [-0.17, -0.84, 0.05], [-0.44, 0.49, -1.10], [-0.08, -0.05, 0.40], [-0.03, 0.25, 0.13], [0.05, -0.05, 0.43], [0.22, 0.19, 0.03], [0.04, 0.21, -0.13], [0.14, -0.20, -0.24], [-0.18, 0.30, 0.25], [-0.07, 0.41, -0.05], [0.25, 0.09, 0.19], [0.36, 0.30, 0.28], [0.00, -0.02, -0.22], [-0.10, -0.09, -0.08], [-0.08, 0.07, -0.17], [0.03, 0.17, -0.08], [0.15, 0.01, 0.01], [-0.07, 0.27, 0.02], [0.11, -0.11, -0.27], [-0.15, 0.01, -0.11], [-0.06, -0.07, 0.16], [-0.12, 0.37, -0.11], [-0.02, -0.21, -0.02], [0.11, 0.09, 0.06], [-0.14, -0.14, -0.02], [0.07, 0.32, 0.13], [0.20, -0.04, -0.20], [0.06, 0.07, 0.12], [0.07, -0.06, 0.11], [-0.02, 0.02, -0.07], [0.18, -0.01, 0.00], [0.01, -0.04, -0.03], [0.08, -0.18, -0.01], [0.01, -0.03, 0.04], [0.05, 0.14, 0.15], [-0.02, 0.14, -0.10], [0.00, -0.05, -0.08], [-0.11, -0.22, -0.06], [-0.09, -0.05, 0.08], [-0.16, -0.02, 0.02], [0.05, -0.01, 0.07], [-0.07, -0.09, -0.12], [0.07, -0.14, 0.03], [0.13, 0.12, -0.14], [0.12, -0.13, 0.37], [-0.13, 0.00, -0.22], [0.05, 0.01, 0.13], [0.00, -0.02, -0.24], [0.01, 0.14, 0.35], [-0.14, -0.11, -0.03], [-0.07, 0.15, 0.00], [-0.03, 0.09, -0.05], [-0.01, -0.06, 0.02], [-0.12, 0.05, 0.01], [-0.04, -0.03, -0.04], [-0.11, 0.02, -0.17], [0.01, 0.04, -0.05], [0.03, 0.15, 0.13], [0.04, -0.12, 0.17], [-0.02, -0.06, -0.03], [0.03, -0.04, -0.18], [0.02, 0.04, -0.07], [0.12, -0.05, -0.02], [0.01, 0.06, 0.00], [0.02, -0.10, -0.02]],
  "gap_ha": 0.286,
  "mol_weight_g_mol": 574.7,
  "e_above_lowest_ev": 0.0000,
  "total_charge": -1,
  "total_energy_ev": -70245.3882
}

***

4.
{
  "formula": "C3H9NO2S",
  "method": "wB97M-V/def2-TZVPD",
  "species": ["O", "C", "C", "C", "S", "N", "H", "H", "H", "H", "H", "H", "H", "H", "H", "O"],
  "coordinates": [[0.963244, 2.095162, 1.374721], [-0.313887, 2.152080, 1.228379], [-1.018806, 1.211952, 0.269919], [-0.756364, -0.209931, 0.684987], [-1.563168, -1.569099, -0.214231], [-0.443165, 1.313915, -1.088823], [-0.876065, 3.085308, 1.399737], [-2.090059, 1.435241, 0.348676], [0.313575, -0.327012, 0.670895], [-0.947814, -0.498187, 1.718727], [-0.908191, -1.566951, -1.370947], [-0.572671, 2.193924, -1.548212], [0.484603, 0.928682, -1.062268], [2.414924, -3.088803, -0.080305], [2.670318, -4.032702, -1.318502], [2.643527, -3.123580, -1.012754]],
  "forces_ev_per_a": [[0.03, -0.04, -0.03], [-0.23, -0.09, 0.26], [0.48, 0.68, 0.55], [0.38, -0.90, 0.44], [-0.31, -0.25, 0.09], [-1.54, -1.29, -0.36], [0.06, 0.20, 0.10], [0.04, -0.01, -0.61], [0.64, -0.23, -0.36], [-0.59, 0.66, 0.10], [0.18, 0.23, -0.20], [0.49, 0.34, 0.20], [0.41, 0.68, -0.17], [-0.12, -0.31, -0.06], [-0.15, -0.07, 0.41], [0.25, 0.40, -0.37]],
  "gap_ha": [0.115, 0.228],
  "mol_weight_g_mol": 123.2,
  "multiplicity": 2,
  "e_above_lowest_ev": 1.4978,
  "total_charge": -1,
  "total_energy_ev": -19675.8788
}

***

5.
{
  "formula": "C12H15F4N2S3SbTl",
  "method": "wB97M-V/def2-TZVPD",
  "species": ["Tl", "C", "C", "N", "C", "C", "C", "C", "N", "C", "C", "F", "C", "F", "C", "C", "F", "C", "F", "H", "H", "H", "H", "H", "H", "H", "H", "H", "H", "H", "H", "H", "H", "H", "S", "Sb", "S", "S"],
  "coordinates": [[0.914832, 0.578938, -1.585812], [-0.578101, -3.008916, 1.278217], [-0.478449, -1.817788, 0.327682], [0.886772, -1.370491, 0.015568], [1.748697, -2.412159, -0.557368], [1.248881, -2.924400, -1.901323], [1.531160, -0.664670, 1.125746], [0.796284, 0.634187, 1.542577], [0.151496, 1.262342, 0.411638], [-1.035542, 1.901812, 0.565447], [-2.036163, 1.850262, -0.428505], [-1.832565, 1.050650, -1.510183], [-3.229398, 2.527081, -0.332911], [-4.129648, 2.408985, -1.317812], [-3.523375, 3.298713, 0.773537], [-2.576890, 3.353161, 1.777030], [-2.813201, 4.103834, 2.860192], [-1.377735, 2.676056, 1.690180], [-0.481928, 2.825962, 2.685581], [-1.628881, -3.175839, 1.513225], [-0.187945, -3.924028, 0.831418], [-0.050472, -2.827163, 2.215154], [-0.981322, -2.059090, -0.610580], [-1.006142, -0.968282, 0.759167], [2.739919, -1.975364, -0.688285], [1.848906, -3.247744, 0.144191], [1.015543, -2.084313, -2.563772], [2.028073, -3.514768, -2.380456], [0.356082, -3.542563, -1.808753], [1.621249, -1.306822, 2.007749], [2.538563, -0.409354, 0.796069], [0.063840, 0.405054, 2.322432], [1.551512, 1.289114, 1.987543], [-4.447869, 3.851553, 0.847082], [3.755472, 1.386946, -5.026505], [3.303826, 2.608388, -3.068218], [3.481863, 0.689207, -1.540321], [0.812657, 2.531508, -3.156620]],
  "forces_ev_per_a": [[0.33, 1.06, 0.96], [0.07, 0.08, -0.08], [-0.22, -0.12, 0.05], [0.10, 0.18, -0.54], [0.00, -0.15, -0.08], [-0.02, 0.10, 0.20], [0.00, 0.16, 0.14], [-0.10, -0.07, -0.08], [0.31, -0.37, -0.70], [-0.36, 0.19, 0.01], [0.19, -0.10, 0.11], [0.00, 0.03, -0.02], [0.01, 0.05, 0.13], [0.03, -0.02, -0.05], [-0.05, 0.09, 0.02], [-0.07, -0.07, -0.11], [0.02, 0.02, 0.07], [0.09, -0.02, -0.10], [0.03, 0.01, -0.01], [0.01, -0.02, 0.02], [0.00, 0.00, 0.03], [-0.02, -0.02, 0.00], [0.00, 0.02, 0.01], [0.01, 0.05, -0.09], [-0.01, 0.04, 0.03], [0.08, 0.03, 0.03], [0.02, -0.05, -0.07], [-0.02, -0.02, -0.01], [-0.01, 0.00, -0.01], [0.04, -0.02, -0.03], [0.02, -0.07, 0.00], [-0.01, -0.02, 0.01], [-0.02, -0.06, 0.12], [-0.01, -0.03, 0.00], [0.15, -0.16, -0.24], [-0.74, -0.42, 0.50], [-0.29, 0.30, -0.43], [0.45, -0.58, 0.22]],
  "gap_ha": [0.231, 0.200],
  "mol_weight_g_mol": 685.6,
  "multiplicity": 2,
  "e_above_lowest_ev": 0.2559,
  "total_energy_ev": -70273.1164
}

***

6.
{
  "formula": "C7H10Cl2OS",
  "method": "wB97M-V/def2-TZVPD",
  "species": ["C", "C", "C", "C", "C", "C", "C", "O", "S", "Cl", "Cl", "H", "H", "H", "H", "H", "H", "H", "H", "H", "H"],
  "coordinates": [[-0.294381, -1.589214, 1.536431], [1.163100, -1.766813, 1.337337], [-0.630901, 0.199897, 0.133947], [0.538046, 0.180334, -0.773983], [1.230883, 1.410164, -0.129060], [-1.832326, 1.104394, -0.104323], [0.418066, 0.444807, -2.206433], [-0.567268, -0.233260, 1.464336], [1.468486, -1.393286, -0.478940], [1.819439, 1.459261, 1.425379], [0.577395, 2.926717, -0.636579], [-0.941891, -2.242037, 0.899865], [-0.702218, -1.780495, 2.490889], [1.732678, -1.239788, 2.129585], [1.382145, -2.913928, 1.377785], [-2.561897, 0.395439, 0.154264], [-1.921176, 1.282847, -1.215090], [-1.979688, 1.916289, 0.534768], [0.130912, 1.509674, -2.336464], [-0.420615, -0.025072, -2.790729], [1.391212, 0.354067, -2.812985]],
  "forces_ev_per_a": [[-0.77, -1.15, 0.28], [0.52, -2.74, -0.67], [-0.40, 2.41, 0.79], [1.53, -0.90, 2.75], [-1.63, -0.78, -1.08], [1.63, -2.36, -2.48], [-0.67, 0.95, -3.65], [-0.92, 1.86, -3.05], [0.54, 0.21, 0.71], [0.72, -0.17, 1.14], [0.17, 1.02, 0.18], [0.66, 0.76, -0.25], [0.37, -0.88, 1.66], [-0.07, -0.15, -0.98], [-0.08, 2.03, 0.00], [-1.81, -0.77, 0.21], [-0.03, 0.33, 1.40], [0.28, 1.65, 0.83], [0.37, -0.68, 0.04], [0.91, -0.41, 0.92], [-1.32, -0.21, 1.25]],
  "gap_ha": [0.285, 0.300],
  "mol_weight_g_mol": 213.1,
  "e_above_lowest_ev": 0.0000,
  "total_energy_ev": -45344.6452
}